(1)
8
Properties=species:S:1:pos:R:3:forces:R:3 method="wB97M-V/def2-TZVPD" energy_ev=-20544.848 charge=-1 lumo_energy_ev="4.039 / 4.040" fmax_ha_per_bohr=0.1147 homo_lumo_gap_ev="8.44 / 8.43" spin_multiplicity=1
N 0.86437 0.06544 -0.74213 -2.88 -0.26 -0.36
O -0.31259 -1.44370 1.15344 -0.60 -0.14 0.05
O -0.31648 1.01697 1.40080 -1.46 1.48 -0.13
O -0.52558 -1.13004 -1.38466 2.83 3.37 -3.93
O 0.51723 1.37724 -0.90377 0.83 -1.21 -1.39
S 0.43827 -0.18836 1.08893 3.16 -1.73 1.44
H -0.71803 -1.34261 -0.53199 -1.27 -1.51 3.91
H 0.05281 1.64505 -0.08061 -0.61 0.00 0.41


(2)
18
Properties=species:S:1:pos:R:3:forces:R:3 method="wB97M-V/def2-TZVPD" energy_ev=-8897.061 lumo_energy_ev=0.897 fmax_ha_per_bohr=0.1375 homo_lumo_gap_ev=9.17 spin_multiplicity=1
C -0.30330 0.55357 0.00364 2.44 -1.23 0.18
C 0.34058 1.71167 0.74946 -0.15 0.08 0.12
C -1.59525 0.11121 0.66714 0.25 -0.18 -0.22
N -0.49635 0.82894 -1.36509 -0.06 0.06 -0.27
C 0.54993 -1.85571 -0.18578 4.96 -4.09 -0.74
C 1.08229 -0.73556 0.01338 -4.52 5.34 0.99
O 2.07148 -2.78896 -0.24770 -3.11 0.46 0.07
H 2.06347 -3.22341 -1.10938 -0.09 -0.01 -0.02
H 0.31106 1.19428 -1.85129 -0.69 0.03 -0.23
H -1.42569 0.84387 -1.75956 0.51 0.16 -0.05
H -0.34492 -2.39517 -0.41698 -0.10 0.07 0.11
H 2.04092 -0.30393 0.21441 0.34 -0.47 -0.16
H 0.56079 1.42724 1.77584 0.07 0.00 0.14
H -0.32668 2.57914 0.76575 -0.03 -0.05 -0.02
H 1.27197 2.02344 0.27558 0.02 -0.04 -0.05
H -2.30198 0.94577 0.71211 0.19 0.11 0.09
H -2.09755 -0.66108 0.08607 0.08 -0.22 0.02
H -1.40080 -0.25529 1.67242 -0.10 0.00 0.02


(3)
13
Properties=species:S:1:pos:R:3:forces:R:3 method="wB97M-V/def2-TZVPD" energy_ev=-9272.336 lumo_energy_ev=0.908 fmax_ha_per_bohr=0.0073 homo_lumo_gap_ev=7.67 spin_multiplicity=1
N 0.81765 0.05679 2.11572 0.01 0.04 0.07
C 0.54444 0.00505 0.75297 -0.12 -0.21 -0.08
C 0.80883 -0.97423 -0.16157 -0.04 0.02 0.22
C -0.08531 -0.76655 -1.27257 -0.19 -0.04 -0.09
C -0.78742 0.36605 -1.00679 0.13 -0.23 0.10
O -1.78065 1.02233 -1.66431 0.03 -0.03 -0.16
N -0.39788 0.85989 0.21329 -0.13 -0.01 0.00
H 0.72239 0.93669 2.59120 0.28 0.06 -0.06
H 1.57328 -0.52685 2.42663 0.10 0.16 0.03
H 1.50803 -1.79082 -0.03999 -0.23 0.04 0.08
H -0.31807 -1.48508 -2.04421 0.26 0.20 -0.19
H -1.94274 0.53212 -2.47903 -0.04 0.18 0.05
H -0.66253 1.76462 0.56865 -0.06 -0.20 0.02


(4)
16
Properties=species:S:1:pos:R:3:forces:R:3 method="wB97M-V/def2-TZVPD" energy_ev=-4340.747 charge=-1 lumo_energy_ev="4.284 / 4.483" fmax_ha_per_bohr=0.0294 homo_lumo_gap_ev="2.74 / 12.22" spin_multiplicity=2
C 1.79903 1.87603 -0.02364 0.76 1.00 -0.01
C 0.53398 2.02080 0.80905 -0.09 0.04 0.07
H 2.02851 2.88441 -0.40869 -0.17 -0.14 -0.16
H 2.70999 1.66136 0.54087 -0.22 -0.41 0.25
H 1.78076 1.23927 -0.89921 -0.35 -0.43 0.03
H 0.21410 1.20325 1.45602 0.38 -0.36 -0.23
H -0.31575 2.20787 0.14647 -0.03 0.19 0.10
H 0.69285 2.87303 1.47664 -0.28 0.10 -0.07
C -1.39456 -2.66929 -0.59827 -0.07 -1.49 0.21
C -0.92512 -1.30476 -0.17279 -0.16 0.79 -0.53
H -0.69729 -3.34344 -1.11257 0.43 0.48 0.12
H -1.69070 -3.25046 0.28749 -0.18 0.13 -0.10
H -2.25293 -2.67124 -1.27395 -0.12 0.41 0.09
H -1.82169 -0.69199 -0.01855 0.20 0.13 0.23
H -0.34491 -0.78129 -0.93817 -0.03 -0.09 -0.11
H -0.31628 -1.25355 0.72931 -0.06 -0.34 0.10


(5)
83
Properties=species:S:1:pos:R:3:forces:R:3 method="wB97M-V/def2-TZVPD" energy_ev=-80415.914 charge=-2 lumo_energy_ev="3.804 / 3.802" fmax_ha_per_bohr=0.0151 homo_lumo_gap_ev="3.78 / 4.75" spin_multiplicity=2
Na 0.34021 0.12338 -1.22794 -0.20 0.10 -0.30
C 2.32485 -1.93382 2.48803 -0.02 0.02 0.02
C 2.30714 -1.58703 1.12758 0.00 -0.05 -0.05
N 1.06836 -1.36987 0.70233 0.05 0.03 0.18
N 0.26998 -1.56952 1.77753 -0.11 0.06 0.03
C 1.00015 -1.90636 2.85987 0.09 -0.12 -0.03
B -1.26637 -1.58088 1.63173 -0.09 -0.16 -0.18
N -1.87829 -0.16712 1.66373 0.07 0.15 0.05
C -3.13620 0.14512 1.30210 0.04 -0.09 0.00
C -3.41489 1.41476 1.75135 -0.02 0.07 -0.02
C -2.23267 1.82138 2.38042 -0.02 -0.08 0.02
N -1.31270 0.86128 2.33767 0.10 0.15 -0.05
N -1.64332 -2.22515 0.28699 0.09 0.19 0.14
C -1.61431 -3.52811 -0.07758 -0.02 0.07 0.06
C -1.57663 -3.57974 -1.45024 0.00 -0.01 -0.04
C -1.56081 -2.22969 -1.85408 -0.10 -0.05 0.05
N -1.59849 -1.42243 -0.80748 0.07 -0.15 -0.13
N -1.84708 -2.33987 2.85703 0.12 -0.05 -0.06
C -2.39785 -1.78589 3.95779 -0.05 0.00 0.02
C -2.58063 -2.78515 4.88812 -0.03 -0.04 0.01
C -2.09386 -3.93860 4.24657 -0.01 0.05 -0.01
N -1.64610 -3.66172 3.03144 -0.05 -0.03 0.06
H 3.17747 -2.17156 3.10112 -0.01 0.01 0.00
H 3.12839 -1.50645 0.43261 -0.02 0.00 0.01
H 0.52802 -2.14022 3.80036 -0.01 0.04 -0.02
H -3.72686 -0.55553 0.73636 0.00 0.01 0.00
H -4.30774 1.99204 1.58439 0.00 -0.01 0.00
H -2.00269 2.77692 2.82688 0.02 -0.04 0.01
H -1.60813 -4.29630 0.67661 0.01 -0.02 -0.02
H -1.54432 -4.45845 -2.07286 -0.01 0.01 0.01
H -1.51222 -1.81356 -2.85031 0.01 0.03 0.02
H -2.61696 -0.73089 4.00354 0.02 -0.02 -0.02
H -3.00694 -2.69527 5.87320 0.01 0.01 -0.01
H -2.05201 -4.95243 4.61594 0.01 0.00 -0.01
C 4.62294 -3.71329 -1.58235 -0.05 -0.01 -0.03
C 4.85498 -2.34863 -1.47770 0.03 0.02 0.01
C 3.91888 -1.42848 -1.92898 0.05 0.03 -0.04
C 2.70177 -1.82900 -2.51272 0.02 -0.07 -0.02
C 2.49393 -3.22450 -2.61909 -0.05 0.05 0.00
C 3.42414 -4.13599 -2.15941 0.04 0.02 0.03
N 1.76494 -0.89158 -2.86631 -0.09 0.04 -0.30
C 1.25376 -0.89744 -4.12759 0.23 -0.17 0.04
C 1.83661 -1.59864 -5.21454 -0.04 -0.02 0.07
C 1.34808 -1.51551 -6.50912 -0.09 0.07 0.00
C 0.24474 -0.71075 -6.80136 0.10 -0.11 -0.05
C -0.34964 0.00500 -5.77796 -0.09 -0.06 0.16
C 0.10918 -0.07314 -4.44727 0.22 -0.04 -0.50
N -0.40302 0.65007 -3.42523 -0.26 0.24 0.69
N -1.43234 1.43784 -3.70418 0.05 0.04 -0.10
C -1.79246 2.24137 -2.68536 0.00 -0.08 0.16
C -2.89637 3.12018 -2.91292 0.01 0.01 -0.07
C -3.26970 4.03007 -1.96587 0.03 -0.02 0.01
C -2.56588 4.08239 -0.74859 -0.01 0.00 0.01
C -1.54762 3.16255 -0.58074 0.03 0.00 0.01
N -1.15172 2.26081 -1.47372 0.01 -0.02 -0.10
H 5.34923 -4.43067 -1.21900 -0.01 0.00 0.00
H 5.77979 -1.99306 -1.03302 -0.02 0.01 0.00
H 4.10591 -0.36306 -1.84488 0.00 -0.01 0.01
H 1.55886 -3.56530 -3.04853 0.01 0.00 0.00
H 3.20869 -5.19709 -2.23744 0.01 0.00 0.00
H 2.71639 -2.20150 -5.02696 0.01 -0.01 0.02
H 1.84411 -2.06997 -7.30030 0.00 0.00 0.00
H -0.13329 -0.63923 -7.81594 0.00 0.00 0.00
H -1.19763 0.65000 -5.96689 0.02 0.01 0.01
H -3.40041 3.04462 -3.86828 0.00 0.01 0.00
H -4.09974 4.70444 -2.15183 -0.01 0.00 -0.02
H -2.81681 4.77985 0.04073 0.00 -0.01 0.00
H -1.00837 3.14431 0.36270 0.01 -0.01 -0.01
S 3.47134 2.67886 1.27432 0.23 0.18 -0.26
C 4.23850 2.56080 2.77152 0.02 -0.17 0.22
N 4.77026 2.47617 3.79397 0.04 0.10 -0.03
Te 1.33558 1.59605 1.74675 -0.40 -0.08 0.36
C 0.66446 3.28807 2.82649 -0.05 0.02 0.00
C 0.48804 4.52560 2.21478 0.01 -0.04 -0.06
C 0.01401 5.60448 2.94577 -0.03 0.01 0.07
C -0.29647 5.45128 4.29208 0.01 0.01 -0.03
C -0.12392 4.21923 4.90578 0.00 0.01 -0.01
C 0.36014 3.14133 4.17532 0.06 -0.05 -0.01
H 0.70897 4.64035 1.16043 0.00 0.01 0.01
H -0.12780 6.56288 2.46148 0.01 -0.01 -0.01
H -0.67350 6.29277 4.86087 0.00 0.00 0.00
H -0.36352 4.09780 5.95519 0.01 -0.02 0.00
H 0.49550 2.17437 4.64510 -0.01 0.03 0.03


For each record above, in turn, the calculated energy relative to the best compared isomer or geometry (same formula, charge and spin) values are 286.6; 447.3; 112.5; 27.9; 0.0 kJ/mol.